one.
{
  "formula": "C6H14N2",
  "method": "ωB97M-V with the def2-TZVPD basis set",
  "smiles": "CC[C@H](C)/N=C/NC",
  "lumo_energy_ha": 0.040,
  "gap_ha": 0.3422,
  "symbols": ["C", "C", "C", "C", "C", "C", "H", "H", "H", "H", "H", "H", "H", "H", "H", "H", "H", "H", "H", "H", "N", "N"],
  "positions_angstrom": [[2.9510, -1.3052, -0.1376], [2.1004, -0.2005, 0.5029], [0.9643, 0.4641, -0.4843], [0.6374, 1.9307, -0.1066], [-1.3534, -0.3646, -0.0716], [-3.6915, -0.3110, 0.3749], [3.7240, -0.8314, -0.6957], [2.6298, -2.2277, -0.7007], [3.5606, -1.7883, 0.6174], [1.7060, -0.5771, 1.4574], [2.7242, 0.5536, 0.8063], [1.4826, 0.5405, -1.4840], [0.2112, 1.8958, 0.9028], [-0.1014, 2.2552, -0.7473], [1.4605, 2.6215, -0.2957], [-1.5684, -0.0441, 0.9911], [-2.7260, -0.9548, -1.4456], [-4.1175, -1.2755, 0.8372], [-4.3022, 0.3306, -0.4009], [-3.3746, 0.1647, 1.2927], [-0.2954, -0.3499, -0.6504], [-2.6218, -0.5266, -0.5623]],
  "lowdin_charge": [-0.13, -0.19, -0.32, -0.07, -0.34, -0.13, 0.05, 0.09, 0.05, 0.10, 0.06, 0.13, 0.08, 0.04, 0.08, 0.13, 0.11, 0.09, 0.12, 0.05, 0.07, -0.07]
}



two.
{
  "formula": "C6H14N2",
  "method": "ωB97M-V with the def2-TZVPD basis set",
  "lumo_energy_ha": 0.035,
  "gap_ha": 0.3013,
  "symbols": ["C", "C", "C", "C", "C", "C", "N", "N", "H", "H", "H", "H", "H", "H", "H", "H", "H", "H", "H", "H", "H", "H"],
  "positions_angstrom": [[1.1364, -0.3661, 0.1368], [1.6022, -1.5287, -0.7326], [0.0997, 1.8873, -0.7042], [-1.7277, -0.2817, 1.5000], [0.0446, 0.4634, -0.2221], [-1.1478, -0.2798, 0.0869], [2.2147, 0.1935, 0.8352], [-2.1738, -0.3399, -0.8759], [-0.1394, -1.2632, 0.4877], [3.1575, -0.0272, 0.5506], [2.1067, 1.1342, 1.1773], [-1.9191, -0.0881, -1.8183], [-3.1023, -0.0403, -0.6127], [0.7580, -2.0704, -1.1532], [2.2000, -2.2470, -0.1659], [2.2184, -1.1535, -1.5602], [0.8484, 2.0384, -1.4893], [-0.8738, 2.1905, -1.0945], [0.3347, 2.5970, 0.0993], [-2.3407, 0.6181, 1.6423], [-0.9336, -0.2821, 2.2432], [-2.3631, -1.1543, 1.6696]],
  "lowdin_charge": [-0.42, -0.07, -0.06, -0.08, -0.27, -0.46, 0.11, 0.09, 0.19, 0.08, 0.08, 0.08, 0.08, 0.08, 0.07, 0.08, 0.07, 0.07, 0.07, 0.08, 0.08, 0.07]
}



three.
{
  "formula": "C6H14N2",
  "method": "ωB97M-V with the def2-TZVPD basis set",
  "smiles": "C=C[C@@H](N)N(C)CC",
  "lumo_energy_ha": 0.040,
  "gap_ha": 0.3562,
  "symbols": ["C", "C", "C", "C", "N", "N", "C", "C", "H", "H", "H", "H", "H", "H", "H", "H", "H", "H", "H", "H", "H", "H"],
  "positions_angstrom": [[0.4523, -0.0133, 0.4873], [-0.5095, 0.4587, -1.7406], [-1.4474, -1.3370, -0.3720], [0.2668, 1.7617, -1.8710], [-0.7451, -0.0542, -0.3094], [1.4862, -0.8733, -0.0169], [0.1343, -0.3862, 1.9880], [0.4150, 0.4096, 3.0288], [0.8332, 1.0130, 0.5167], [2.3003, -0.7947, 0.5864], [1.1790, -1.8372, 0.0217], [-0.3190, -1.3518, 2.1927], [-0.0257, -0.3136, -2.3500], [-1.5057, 0.6225, -2.1686], [-2.2441, -1.3189, -1.1253], [-1.9477, -1.5643, 0.5731], [-0.8093, -2.1879, -0.6328], [1.3356, 1.6099, -1.6908], [-0.1024, 2.5186, -1.1719], [0.1596, 2.1636, -2.8846], [0.2342, 0.0843, 4.0494], [0.8595, 1.3908, 2.8895]],
  "lowdin_charge": [-0.45, -0.24, -0.11, -0.11, -0.17, 0.07, -0.11, 0.00, 0.12, 0.08, 0.06, 0.09, 0.10, 0.10, 0.08, 0.07, 0.08, 0.07, 0.08, 0.07, 0.05, 0.05]
}



four.
{
  "formula": "C6H14N2",
  "method": "ωB97M-V with the def2-TZVPD basis set",
  "lumo_energy_ha": -0.104,
  "gap_ha": 0.1385,
  "symbols": ["C", "N", "C", "C", "C", "C", "C", "N", "H", "H", "H", "H", "H", "H", "H", "H", "H", "H", "H", "H", "H", "H"],
  "positions_angstrom": [[-1.5443, 1.1458, -1.9331], [-0.2392, 1.4159, -1.4520], [-0.2299, 2.0510, -0.1928], [0.2460, 1.0964, 0.9463], [1.2734, 0.0257, 0.5605], [1.1012, -1.1272, 1.4403], [1.0825, -2.5000, 1.0186], [1.1994, -2.9784, -0.1624], [-2.2625, 1.9738, -1.9862], [-2.0449, 0.4239, -1.2591], [-1.4806, 0.7400, -2.9390], [0.3618, 2.9744, -0.2475], [-1.2439, 2.3528, 0.0866], [0.5164, 1.5953, 1.8739], [-0.6530, 0.5422, 1.2594], [2.2759, 0.4425, 0.6889], [1.1248, -0.2948, -0.4691], [1.3927, -1.0513, 2.4768], [1.0197, -3.2160, 1.8398], [-1.3494, -1.2985, -0.4190], [0.9611, -2.3114, -0.8963], [-1.5072, -2.0020, -0.2347]],
  "lowdin_charge": [-0.20, -0.05, -0.28, -0.16, -0.24, -0.05, -0.30, 0.10, 0.08, 0.05, 0.07, 0.12, 0.10, 0.11, 0.10, 0.12, 0.09, 0.10, 0.10, 0.03, 0.03, 0.07]
}



Preferred: three; penalty for the next structure: 0.0551 hartree.



one.
{
  "formula": "C3H7NO3",
  "method": "ωB97M-V with the def2-TZVPD basis set",
  "smiles": "C=C(O)NOCO",
  "lumo_energy_ha": 0.012,
  "gap_ha": 0.3405,
  "symbols": ["C", "C", "C", "N", "O", "O", "O", "H", "H", "H", "H", "H", "H", "H"],
  "positions_angstrom": [[-0.9345, 0.9333, -1.2174], [0.1209, 1.3869, -0.5556], [0.2187, -2.0278, 0.6982], [0.7098, 0.2623, 0.6418], [0.7526, 2.5083, -0.3811], [-0.9637, -1.5446, 1.1944], [1.0267, -0.9440, 0.2295], [-1.5934, 1.4870, -1.9264], [-1.1409, -0.0666, -1.0626], [0.8585, -2.5979, 1.3406], [-0.1251, -2.7236, -0.2137], [1.3745, 0.6912, 1.2788], [0.5272, 3.2096, -1.1173], [-0.8314, -0.5740, 1.0909]],
  "lowdin_charge": [0.05, -0.32, -0.28, -0.04, 0.05, -0.05, -0.15, 0.08, 0.02, 0.11, 0.16, 0.12, 0.19, 0.07]
}



two.
{
  "formula": "C3H7NO3",
  "method": "ωB97M-V with the def2-TZVPD basis set",
  "smiles": "C=C(O)N(O)CO",
  "lumo_energy_ha": 0.017,
  "gap_ha": 0.3362,
  "symbols": ["C", "N", "C", "C", "O", "O", "O", "H", "H", "H", "H", "H", "H", "H"],
  "positions_angstrom": [[1.2082, -0.7930, 0.3979], [0.1591, 0.4768, 0.5563], [-0.9726, 0.0988, -0.1054], [-1.7643, -0.9498, 0.0282], [-1.6661, 1.4245, -0.5560], [0.8520, 1.5935, -0.0052], [1.6919, -0.9570, -0.8786], [0.9339, 2.2129, 0.7333], [-0.9835, 1.9780, -0.9654], [2.0508, -0.1131, -1.1880], [0.7332, -1.7163, 0.7182], [1.9745, -0.4985, 1.1225], [-2.7738, -0.8852, -0.3343], [-1.4432, -1.8715, 0.4765]],
  "lowdin_charge": [-0.17, -0.07, -0.35, 0.06, -0.05, -0.04, -0.01, 0.12, 0.06, 0.10, 0.11, 0.12, 0.07, 0.05]
}



three.
{
  "formula": "C3H7NO3",
  "method": "ωB97M-V with the def2-TZVPD basis set",
  "smiles": "CC(=O)O.NC=O",
  "lumo_energy_ha": 0.023,
  "gap_ha": 0.3958,
  "symbols": ["O", "C", "O", "C", "H", "H", "H", "H", "C", "N", "O", "H", "H", "H"],
  "positions_angstrom": [[1.1526, -1.4763, 2.7634], [0.4627, -1.0987, 1.8551], [0.7970, -1.2753, 0.5622], [-0.8494, -0.3874, 2.0003], [1.6963, -1.6334, 0.5307], [-1.3223, -0.2623, 1.0284], [-0.6935, 0.6172, 2.3969], [-1.4863, -0.9175, 2.7034], [0.1248, 0.5906, -2.7482], [0.0061, 1.6302, -1.8864], [0.9959, -0.2436, -2.7078], [-0.6507, 0.5829, -3.5320], [0.6152, 1.7115, -1.0875], [-0.8483, 2.1620, -1.8786]],
  "lowdin_charge": [0.10, -0.58, 0.09, 0.01, 0.13, 0.08, 0.09, 0.09, -0.43, 0.11, 0.01, 0.12, 0.10, 0.09]
}



four.
{
  "formula": "C3H7NO3",
  "method": "ωB97M-V with the def2-TZVPD basis set",
  "smiles": "N[C@H](CO)C(=O)O",
  "lumo_energy_ha": 0.017,
  "gap_ha": 0.3788,
  "symbols": ["O", "C", "O", "C", "C", "O", "N", "H", "H", "H", "H", "H", "H", "H"],
  "positions_angstrom": [[1.0643, 0.9398, 1.7347], [0.4402, -0.0334, 1.2575], [-0.1014, -1.0618, 1.9865], [-0.3402, 0.1670, -0.1285], [0.5124, 0.0649, -1.4320], [0.0226, 0.9245, -2.4128], [-1.4359, -0.8040, -0.2756], [-0.1291, -1.6211, 1.1401], [-0.7516, 1.1868, 0.0417], [1.5652, 0.3566, -1.4337], [0.6808, -1.0107, -1.7939], [0.7460, 0.9815, -3.0626], [-1.3739, -1.6135, -0.8769], [-2.2448, -0.2637, -0.7346]],
  "lowdin_charge": [0.06, -0.42, 0.08, -0.25, -0.26, -0.06, 0.01, 0.13, 0.16, 0.11, 0.13, 0.10, 0.07, 0.13]
}



Preferred: three; penalty for the next structure: 0.0894 hartree.



one.
{
  "formula": "C3H7NO3",
  "method": "ωB97M-V with the def2-TZVPD basis set",
  "smiles": "O=CN(O)CCO",
  "lumo_energy_ha": 0.018,
  "gap_ha": 0.3779,
  "symbols": ["C", "C", "C", "H", "H", "H", "H", "H", "H", "H", "N", "O", "O", "O"],
  "positions_angstrom": [[1.4546, 0.8682, -0.0438], [0.1615, 0.3620, 0.7305], [-1.9102, -0.0126, -0.6303], [1.2713, -0.8468, -0.3286], [2.0997, 1.5209, 0.4358], [1.1015, 1.4159, -0.8057], [-0.5612, 1.1291, 0.9385], [0.6888, -0.0079, 1.7363], [-0.8302, -2.1906, 0.3669], [-2.1140, -0.5759, -1.5509], [-0.7654, -0.5065, 0.0359], [2.1593, -0.3219, -0.1711], [-0.2907, -1.8829, -0.4338], [-2.4648, 1.0493, -0.2797]],
  "lowdin_charge": [-0.25, -0.13, -0.23, 0.09, 0.10, 0.07, 0.10, 0.17, 0.14, 0.14, -0.13, -0.07, -0.03, 0.01]
}



two.
{
  "formula": "C3H7NO3",
  "method": "ωB97M-V with the def2-TZVPD basis set",
  "smiles": "N[C@@H](CO)C(=O)O",
  "lumo_energy_ha": 0.024,
  "gap_ha": 0.3960,
  "symbols": ["C", "C", "C", "H", "H", "H", "H", "H", "H", "H", "N", "O", "O", "O"],
  "positions_angstrom": [[0.1249, 0.2482, 0.4992], [1.2488, -0.6811, 0.0103], [-1.2105, -0.4851, 0.3902], [-0.3111, 1.3464, -1.1499], [-0.2581, 2.2570, 0.2247], [0.3383, 0.4782, 1.5794], [-1.1803, -1.3648, 1.0430], [-2.0416, 0.1706, 0.7163], [-0.9128, -1.5914, -1.1436], [1.9972, 0.9112, -0.5361], [0.2010, 1.4833, -0.2667], [1.1754, -1.8888, 0.0863], [-1.4670, -0.8396, -0.9504], [2.2958, -0.0440, -0.5027]],
  "lowdin_charge": [-0.29, -0.51, -0.23, 0.10, 0.10, 0.17, 0.12, 0.13, 0.08, 0.11, 0.04, 0.10, -0.04, 0.11]
}



Preferred: two; penalty for the next structure: 0.1706 hartree.



one.
{
  "formula": "C3H8NOS",
  "method": "ωB97M-V with the def2-TZVPD basis set",
  "lumo_energy_ha": -0.186,
  "gap_ha": 0.3440,
  "total_charge": 1,
  "symbols": ["C", "C", "C", "N", "O", "S", "H", "H", "H", "H", "H", "H", "H", "H"],
  "positions_angstrom": [[1.3909, 0.5292, -0.1191], [1.1344, 1.9022, 0.3057], [-0.3840, -1.9531, 0.3384], [-0.4419, -0.5049, -0.0468], [1.8772, 0.0569, -1.2796], [2.5076, -0.6981, 0.1652], [2.0941, 2.4319, 0.0866], [0.9867, 1.7575, 1.4774], [0.3013, 2.5146, -0.1978], [0.5339, -2.2794, -0.1277], [-0.2966, -1.9128, 1.5141], [-1.2901, -2.4891, -0.0022], [-1.1671, 0.1579, 0.3773], [-0.7197, -0.4444, -1.1299]],
  "lowdin_charge": [-0.70, -0.03, -0.10, -0.05, -0.24, 1.12, 0.12, 0.15, 0.14, 0.03, 0.14, 0.10, 0.15, 0.18]
}



two.
{
  "formula": "C3H8NOS",
  "method": "ωB97M-V with the def2-TZVPD basis set",
  "lumo_energy_ha": [-0.180, -0.180],
  "gap_ha": [0.2896, 0.2897],
  "total_charge": 1,
  "symbols": ["C", "C", "C", "N", "O", "S", "H", "H", "H", "H", "H", "H", "H", "H"],
  "positions_angstrom": [[-0.2865, -1.3269, -0.2717], [-0.8323, 1.1670, 0.3184], [1.4937, 0.2142, -0.2030], [0.1032, -0.0622, 0.3310], [-2.0806, -0.9191, 0.2532], [-2.4659, 0.4606, -0.2790], [-0.2205, -1.3141, -1.3468], [0.1347, -2.2360, 0.2073], [-1.0161, 1.7289, 1.3229], [-0.4934, 1.9657, -0.3405], [1.4701, 0.6059, -1.1657], [2.0389, 0.8467, 0.4332], [1.9623, -0.7198, -0.5931], [0.1925, -0.4110, 1.3338]],
  "lowdin_charge": [0.07, -0.29, 0.03, -0.20, -0.58, 0.93, 0.12, 0.16, 0.14, 0.09, 0.09, 0.10, 0.13, 0.21]
}



three.
{
  "formula": "C3H8NOS",
  "method": "ωB97M-V with the def2-TZVPD basis set",
  "smiles": "[NH3+][C@H](C=O)CS",
  "lumo_energy_ha": -0.153,
  "gap_ha": 0.3391,
  "total_charge": 1,
  "symbols": ["O", "C", "C", "C", "S", "N", "H", "H", "H", "H", "H", "H", "H", "H"],
  "positions_angstrom": [[2.2375, 0.3365, -0.9930], [1.1184, -0.0756, -0.9412], [0.4343, -0.3510, 0.4173], [-0.8946, 0.4977, 0.6249], [-2.0830, -0.2105, -0.5458], [1.5218, 0.0392, 1.4258], [0.6327, -0.7257, -1.7625], [0.2315, -1.4306, 0.6636], [-1.1074, 0.2977, 1.7724], [-0.8504, 1.5268, 0.3167], [-3.3787, -0.0254, -0.0365], [1.5682, -0.6267, 2.2374], [2.4323, 0.0424, 1.0014], [1.2972, 0.9170, 1.8977]],
  "lowdin_charge": [0.11, -0.20, -0.30, -0.51, 0.73, 0.21, 0.16, 0.17, 0.13, 0.06, -0.07, 0.20, 0.14, 0.17]
}



Preferred: three; penalty for the next structure: 0.0789 hartree.



one.
{
  "formula": "C3H8NOS",
  "method": "ωB97M-V with the def2-TZVPD basis set",
  "smiles": "C[C@]([NH3+])(S)C=O",
  "lumo_energy_ha": -0.142,
  "gap_ha": 0.3886,
  "total_charge": 1,
  "symbols": ["C", "C", "C", "N", "O", "S", "H", "H", "H", "H", "H", "H", "H", "H"],
  "positions_angstrom": [[-1.2876, 0.7208, 0.4036], [-0.0597, -1.3583, -0.6106], [0.0148, -0.0937, 0.2514], [0.8354, 1.1288, -0.5147], [-1.2670, 1.8856, 0.2571], [0.6835, -0.2071, 1.9298], [-2.1939, 0.2672, 0.9237], [-0.7412, -1.1401, -1.4735], [0.9066, -1.4149, -1.2070], [-0.2257, -2.2349, -0.0121], [1.4485, 1.5530, 0.2027], [1.3120, 0.7025, -1.2983], [0.0442, 1.7040, -0.9280], [0.5301, -1.5128, 2.0760]],
  "lowdin_charge": [-0.27, -0.04, -0.71, 0.19, 0.08, 0.91, 0.17, 0.12, 0.11, 0.08, 0.15, 0.14, 0.16, -0.10]
}



two.
{
  "formula": "C3H8NOS",
  "method": "ωB97M-V with the def2-TZVPD basis set",
  "lumo_energy_ha": -0.198,
  "gap_ha": 0.3192,
  "total_charge": 1,
  "symbols": ["C", "C", "C", "N", "O", "S", "H", "H", "H", "H", "H", "H", "H", "H"],
  "positions_angstrom": [[-1.2884, 1.0371, -1.7688], [0.8140, 0.2162, 0.2080], [1.1545, -1.2491, 0.3650], [-0.5122, 0.5438, 0.4922], [-0.3409, 0.3032, -2.1833], [1.2198, 0.6334, -1.6845], [-2.2962, 0.6599, -1.9124], [-1.1368, 2.0577, -1.4301], [1.5254, 0.8866, 0.6868], [0.6520, -1.8556, -0.3872], [0.8396, -1.5919, 1.3498], [2.2245, -1.4074, 0.2760], [-0.7018, 1.3956, 0.9947], [-1.1439, -0.2236, 0.6780]],
  "lowdin_charge": [0.05, -0.55, -0.10, 0.06, -0.40, 1.04, 0.14, 0.12, 0.12, 0.09, 0.09, 0.09, 0.13, 0.13]
}



Preferred: one; penalty for the next structure: 0.0311 hartree.